51
Properties=species:S:1:pos:R:3 method="wB97M-V/def2-TZVPD" charge=+3 max_force_ev_per_a=5.74 multiplicity=3 e_lumo_ev="-12.06 / -11.71" orbital_gap_ev="5.723 / 6.091" e_above_lowest_kcal_mol=0.0 homo_energy_ev="-17.79 / -17.80"
H -3.16 2.04 -0.11
P 1.92 0.12 -0.64
N 2.08 -1.47 2.31
C 0.09 0.67 4.39
H -2.52 1.07 1.26
H 1.88 -2.39 1.92
C -2.28 0.44 4.78
C -2.28 1.52 0.29
P -1.74 0.26 -0.90
H 2.76 0.93 1.55
C 2.43 1.36 0.60
N -1.09 0.12 4.01
W 0.01 -1.12 -0.37
I 0.06 -1.79 -2.99
H 2.63 0.38 -3.00
H 0.11 0.42 -6.81
H 3.93 -1.00 -1.28
H 2.20 0.56 4.07
H 1.02 -1.06 -6.26
H -3.12 -0.16 4.42
H 3.27 1.93 0.16
H -1.46 2.25 0.42
H -2.50 1.51 4.68
H 2.72 -2.23 -0.81
H -1.90 1.60 -2.90
C 2.44 1.02 -2.12
H -3.50 -1.29 -1.15
C 0.12 -0.44 -6.11
H 1.61 2.06 0.81
H -3.51 1.32 -2.12
O 0.12 1.16 -4.26
O -2.38 -0.84 2.39
H 2.90 -1.43 2.89
H -0.77 -1.07 -6.26
H 0.06 1.34 5.26
H -2.75 0.06 -3.14
H 3.38 1.56 -1.90
C 0.11 0.06 -4.72
Cl 0.30 -3.43 0.01
C 1.04 -0.66 2.67
C 1.21 0.26 3.74
C -1.25 -0.51 2.75
N -0.10 -0.71 1.93
H -2.10 -2.21 -0.55
H 1.67 1.73 -2.40
C -2.67 -1.26 -0.43
C 3.14 -1.25 -0.55
H 3.57 -1.31 0.46
C -2.54 0.86 -2.40
H -3.04 -1.20 0.60
H -2.10 0.24 5.84

72
Properties=species:S:1:pos:R:3 method="wB97M-V/def2-TZVPD" charge=0 max_force_ev_per_a=6.50 e_lumo_ev=-0.39 orbital_gap_ev=8.974 e_above_lowest_kcal_mol=131.0 homo_energy_ev=-9.37
H -3.18 2.78 -0.20
C 3.80 -3.47 -0.54
O -5.12 -1.90 0.44
F -2.69 -1.39 -1.35
H 1.72 2.07 -2.27
H 0.36 2.29 -4.61
F -1.26 -1.95 3.91
C -3.24 3.32 0.75
O 2.93 1.50 1.06
O 2.58 -2.90 -0.77
O 0.48 4.07 1.40
O -5.09 0.57 0.86
C -2.50 -2.38 3.73
H 5.52 -3.68 -1.97
H 2.42 0.11 -3.40
F -3.34 0.72 -1.32
H 5.80 0.43 1.80
H -0.22 -4.80 -1.98
C -1.22 3.09 3.46
O 0.68 -0.17 -1.45
Na -0.81 -0.56 0.61
H 3.76 -4.53 -0.30
S 2.41 1.01 2.54
H -3.42 2.60 1.56
H 1.18 -0.36 -4.80
S 0.22 -0.48 -2.81
O 1.95 2.09 3.46
H 0.33 2.48 -1.45
H -5.23 3.96 0.10
C 4.54 -3.23 -1.85
C 1.71 -0.57 -3.87
S -0.72 3.24 1.61
H -4.70 4.62 1.68
C 0.82 -4.49 -2.07
C -0.06 2.23 -3.60
N -2.98 -0.87 1.29
H -4.15 5.20 0.12
H 3.60 0.00 -0.09
F -4.71 -0.89 -2.14
O -3.12 0.24 3.75
C 4.02 0.77 0.56
H 2.00 -1.61 -3.75
C -4.38 4.30 0.69
F -3.01 -2.75 4.94
F -2.56 -3.43 2.92
O -0.71 1.89 1.00
O 1.70 -4.78 0.62
H 1.09 3.66 -2.62
O 3.98 0.72 2.90
H 0.95 -3.77 -2.88
S 1.23 -3.71 -0.32
H 4.35 -2.93 0.23
H 3.98 -3.52 -2.74
S -4.34 -0.68 0.58
H 4.69 1.46 0.05
H -0.78 3.04 -3.75
O -0.54 0.85 -3.53
O 1.51 -0.13 2.26
H 4.54 -2.15 -2.00
O 0.20 -2.75 0.15
C -3.75 -0.53 -1.20
S -3.55 -0.89 2.96
C 0.79 2.62 -2.43
O -0.53 -1.69 -3.09
C 4.72 0.25 1.81
O -2.10 4.07 1.08
H 4.71 -0.83 1.93
O -4.93 -1.20 3.22
H -0.69 2.24 3.87
H -0.86 4.01 3.94
H -2.28 2.84 3.46
H 1.50 -5.34 -2.10

50
Properties=species:S:1:pos:R:3 method="wB97M-V/def2-TZVPD" charge=+1 max_force_ev_per_a=3.01 multiplicity=2 e_lumo_ev="-4.83 / -5.05" orbital_gap_ev="7.073 / 6.888" e_above_lowest_kcal_mol=65.1 homo_energy_ev="-11.91 / -11.94"
C -2.17 -1.26 -0.28
H -1.37 -1.99 -0.19
H 1.23 0.39 2.58
H 4.67 -2.41 0.68
H 2.83 -2.86 -3.18
O 2.04 3.17 -3.04
H -1.68 4.65 1.28
C 3.57 -2.94 -2.38
H -3.42 0.88 -0.34
H -0.11 4.14 0.65
H -2.44 2.37 -1.43
H -0.68 3.51 2.21
H 2.22 -5.61 -0.86
C 4.05 -3.30 0.66
H 4.69 -4.17 0.49
Si 2.74 -3.18 -0.71
H -2.72 -1.40 2.31
H 4.18 -2.04 -2.40
H -3.56 2.77 1.29
C 1.67 -1.74 -0.19
H -0.96 -1.44 2.06
H 3.58 -3.41 1.64
C 0.98 -0.79 0.14
O -0.16 1.94 -4.18
H 1.13 -4.82 0.28
Ir 0.01 0.99 0.05
H 1.69 1.92 2.19
C -0.04 1.68 -3.03
C -0.98 3.81 1.20
C 1.32 2.70 -2.23
C -2.08 3.18 -0.81
C -1.84 -0.80 2.05
N -1.99 -0.20 0.72
C -2.70 2.10 1.27
N -1.60 2.68 0.49
H -3.97 0.37 1.25
O -0.55 0.96 -2.16
H -2.13 -0.84 -1.28
C 1.63 -4.71 -0.68
H -2.89 3.90 -0.67
H -3.13 -1.77 -0.14
H -2.36 1.96 2.30
C -3.11 0.76 0.69
H 4.21 -3.80 -2.60
H -1.71 -0.03 2.81
H -1.27 3.67 -1.33
H 0.87 -4.65 -1.46
O 1.14 2.67 -1.01
H 0.29 1.67 3.02
N 0.89 1.30 2.29

55
Properties=species:S:1:pos:R:3 method="wB97M-V/def2-TZVPD" charge=-2 max_force_ev_per_a=0.96 multiplicity=2 e_lumo_ev="4.07 / 4.07" orbital_gap_ev="3.561 / 6.740" e_above_lowest_kcal_mol=8.6 homo_energy_ev="0.51 / -2.67"
H 2.99 -2.57 3.81
K -0.52 0.38 0.48
S -3.71 -2.40 1.15
H 2.49 -1.51 1.68
H 0.97 -2.81 -2.36
H -6.42 -1.78 3.98
S -2.54 5.84 -0.58
H 0.60 2.41 -3.37
H -0.81 -2.72 -0.66
C 1.89 -1.00 -1.65
S -1.78 -0.31 3.08
H 2.52 1.53 -2.34
H -4.13 2.01 1.85
P -3.37 -0.62 1.92
C 0.43 1.51 -2.76
C 4.28 -1.34 2.85
C -1.63 4.54 -0.23
C 4.87 0.69 1.25
H 5.13 1.52 0.60
N 5.45 -0.72 3.14
N -0.86 1.53 -2.07
H -2.73 2.33 0.81
C -4.82 -0.35 4.18
N 3.99 -2.47 3.67
H -0.07 -1.37 -2.48
C 3.43 -0.98 1.84
H 0.66 -2.61 0.06
C -5.43 -1.72 4.44
H -5.51 -1.91 5.51
H -1.60 1.65 -2.75
H -3.84 -0.28 4.66
H 6.62 0.87 2.46
N 0.01 -2.14 -0.56
H -5.57 1.82 -0.17
N 1.58 0.23 -0.94
H -4.16 2.11 -1.21
N 3.69 0.06 0.97
H 2.34 -0.80 -2.63
H -4.79 -2.48 3.98
H -0.90 2.35 -1.47
O -4.68 -0.09 2.79
H 2.62 -1.56 -1.06
H 0.46 0.65 -3.44
C 1.59 1.43 -1.76
N -0.98 3.60 0.01
H -5.45 0.45 4.57
H 1.50 2.29 -1.09
H 4.47 -2.37 4.55
C -4.60 2.32 -0.23
C -3.69 1.82 0.87
C 0.66 -1.88 -1.84
C 5.69 0.32 2.27
H 2.32 0.34 -0.21
H -4.74 3.39 -0.13
O -3.49 0.41 0.69